This record from the OMol25 dataset describes C22H24BN9O4SV as an isolated structure. The level of theory is ωB97M-V/def2-TZVPD.

```
62
Properties=species:S:1:pos:R:3:nbo_charge:R:1
H 1.0380 2.3291 -7.0943 0.2557
H -1.6688 -3.9755 2.4043 0.3077
H 2.3809 -0.6464 -4.2322 0.2608
C -2.8001 -2.7798 -3.1455 -0.3094
N -1.5318 -1.5482 -1.7884 -0.3786
C -2.0578 -1.8841 -3.8993 0.0698
C 0.4745 -3.5336 2.5213 -0.2109
H -2.1609 4.2128 -1.9590 0.2697
C 2.7643 -1.0008 2.8711 -0.3965
N -0.0760 0.4522 -4.6789 -0.4284
H -3.5044 -3.5062 -3.5093 0.2651
C 5.4816 1.1249 0.3335 -0.6438
C 2.3763 -1.1175 -1.0078 0.0354
C 2.4419 0.2833 2.4439 -0.1975
C 3.1062 -1.1754 -2.1800 -0.3126
H 0.5727 -2.8031 1.7199 0.2361
N -0.8785 1.2535 -2.4459 -0.3196
H 4.1273 -1.4885 -2.3073 0.2649
O -0.9626 -1.1305 1.0262 -0.5863
H 1.7571 -4.0369 4.1468 0.4405
O 0.4158 -1.1617 3.9189 -0.9829
H 6.4664 0.6624 0.3248 0.2365
C -0.6885 0.9664 -6.6596 -0.0146
H 3.0963 1.9703 1.3074 0.2234
C -1.2491 2.4403 -2.9250 0.0837
S 1.7225 -1.7889 4.0449 2.3401
C -2.4447 -2.5278 -1.8334 0.0236
C 0.5118 1.6730 -6.4234 -0.3151
H 5.1113 1.1504 -0.6942 0.2273
H -1.9984 2.6099 0.2424 0.2454
N -1.1546 1.2213 -1.1028 -0.4153
N 1.0560 -0.4397 -2.6141 -0.3139
H -1.0533 -3.9551 4.0651 0.3170
C -0.9728 -3.4724 3.0822 -0.6000
C 3.9562 -1.6051 2.4898 -0.1696
H -2.7913 -2.9887 -0.9234 0.2288
H 4.2119 -2.5938 2.8489 0.2455
H 0.5869 -4.5238 2.0839 0.2513
C 0.8628 1.3302 -5.1499 -0.0570
C 4.8263 -0.9140 1.6628 -0.2082
V -0.6159 -0.5017 -0.3740 1.5023
H 1.5266 0.7521 2.7805 0.2441
N -1.2997 -1.1494 -3.0748 -0.3252
O -2.2668 -1.3634 3.6500 -0.2576
N 1.1362 -0.6761 -1.2720 -0.4073
N 1.5235 -3.3164 3.4757 -0.8800
C -1.7750 3.2112 -1.8915 -0.2982
H -1.2962 0.9547 -7.5502 0.2344
H 5.7630 -1.3748 1.3753 0.2378
N -1.0456 0.2514 -5.6147 -0.2888
C 2.2321 -0.7446 -3.1697 0.0629
C -1.6975 2.4116 -0.7737 0.0366
H 5.5908 2.1572 0.6645 0.2434
C -1.5550 -2.1671 3.3515 1.0093
B -0.2979 0.0206 -3.2759 0.9201
C 4.5307 0.3762 1.2212 0.0213
H 1.6951 1.6530 -4.5449 0.2267
H -1.1264 2.6719 -3.9714 0.2629
O 2.3553 -1.8985 5.3120 -0.8684
C 3.3277 0.9596 1.6216 -0.1730
H 2.6646 -1.3619 0.0034 0.2442
H -2.0255 -1.6985 -4.9587 0.2847
```

M	572.32	Da
total energy	-81991.5663	eV
<S²>	0.76
frontier orbital gap (alpha / beta)	7.31 / 7.79	eV
energy relative to the best compared isomer or geometry (same formula, charge and spin)	0.271	eV
2S+1	2
net charge	+2
HOMO level (alpha / beta)	-0.5290 / -0.5293	Ha

This record from the OMol25 dataset describes C22H24Cl3IN5OPb as an isolated structure. The level of theory is ωB97M-V/def2-TZVPD.

```
57
Properties=species:S:1:pos:R:3:nbo_charge:R:1
C 2.4917 -0.3611 2.1147 0.2315
N -1.3785 -1.1291 0.9999 -0.6668
C 1.6324 -2.9471 2.2882 -0.2359
H -2.9894 -0.1480 1.8990 0.2168
H 4.2546 -0.9977 3.1483 0.2558
I 3.2355 -3.4555 -2.9379 0.2687
Pb -0.0369 0.9918 0.5225 1.3930
C 2.9246 1.0836 2.0333 -0.2805
Cl -4.0820 2.9969 -2.2260 0.2090
N 1.5951 0.1832 -1.3736 -0.5262
H 1.2488 -3.9557 2.3658 0.2540
N 1.7964 2.0238 1.9436 -0.6685
H -1.9933 -1.2846 0.2082 0.4059
C -1.4045 -0.3058 3.3499 -0.2447
O -2.7334 0.3956 -2.4864 -0.3984
C 2.8123 -1.4524 -2.6268 -0.1974
H -2.0526 -0.2013 4.2234 0.2371
H 3.4969 -3.3679 3.2668 0.2608
C 3.3062 -1.2991 2.7242 -0.2308
C -3.5169 -0.2736 -4.6283 0.0071
Cl -2.6819 -1.7201 -4.5128 0.2221
H 3.5448 1.2143 1.1430 0.2478
H 3.5326 1.6834 -3.6646 0.2561
C 0.3667 1.3349 3.8681 -0.2433
Cl -5.8681 1.6797 -7.0374 0.3231
C -2.2158 -0.8614 2.1925 -0.2394
H 1.4391 -1.8472 -1.0290 0.1928
H -5.4726 3.1648 -4.7327 0.2912
H 1.8965 2.1693 -1.8667 0.2025
H -1.4652 1.7107 3.0611 0.3946
C 2.8785 -2.6154 2.7958 -0.0863
H -2.7233 -1.7741 2.5169 0.2288
H 0.6136 3.3221 3.0741 0.2220
H -0.6166 -1.0066 3.6297 0.2114
N -0.7656 0.9749 2.9906 -0.6775
C -4.2613 0.0545 -5.7059 -0.3035
H 2.0094 2.7062 3.9481 0.2321
H -0.9499 -3.0703 1.7502 0.2329
H 3.5577 1.3087 2.8961 0.2328
N 1.3096 -0.6997 1.5804 -0.5903
C 0.8691 -1.9603 1.6887 0.2236
C -4.9072 2.2472 -4.6406 -0.2967
C 1.9121 -1.0860 -1.6372 0.0040
C 1.2172 2.4286 3.2474 -0.2424
C 3.4123 -0.4446 -3.3736 -0.1585
C -0.4946 -2.2959 1.1259 -0.2809
C -3.3985 0.6699 -3.4453 0.4682
H -0.3675 -2.7362 0.1337 0.2396
H -4.3568 -0.6038 -6.5589 0.2918
H 2.1340 2.8617 1.4806 0.4102
C 3.0841 0.8750 -3.1045 -0.2166
H 4.1272 -0.6863 -4.1491 0.2591
C -4.1773 1.9630 -3.5438 -0.0005
C -4.9494 1.3009 -5.7099 0.1914
H 0.0245 1.6606 4.8535 0.2369
H 0.9628 0.4357 4.0271 0.2096
C 2.1727 1.1462 -2.1000 0.0206
```

M	814.93	Da
total energy	-83592.5928	eV
frontier orbital gap	4.41	eV
energy relative to the best compared isomer or geometry (same formula, charge and spin)	1.073	eV
net charge	+3
HOMO level	-0.5808	Ha

This record from the OMol25 dataset describes an isolated ion of composition C22H24F3INO3S and charge -1 at a distorted geometry. The level of theory is ωB97M-V/def2-TZVPD.

```
55
Properties=species:S:1:pos:R:3:nbo_charge:R:1
C 1.5447 1.4977 2.6646 0.7748
C -4.2036 1.9003 2.3518 0.8546
C 1.4878 2.4894 -0.7708 -0.6292
H 0.8646 -2.1610 -0.9882 0.2030
S -2.4231 0.8459 2.3071 0.2995
H -3.6071 -3.2080 3.9803 0.1907
C 2.8174 -4.3086 0.4711 -0.2036
H 1.5856 -0.3465 5.5077 0.1994
H -2.3179 -2.1426 4.3284 0.2252
C 0.0370 -1.2936 0.8183 -0.2608
C 1.2544 0.2248 3.4444 -0.2146
H 0.4302 2.2315 -0.9092 0.2255
H 1.3278 1.3928 5.2131 0.2259
H 2.9273 2.6016 0.8517 0.1885
C 2.5884 -3.1756 2.6182 0.0320
C -3.2961 -1.8515 2.3649 0.2224
C -4.5382 -2.5444 1.8040 -0.6068
N 1.8495 -0.8763 2.7975 -0.4320
F -4.1099 3.1808 2.7466 -0.3457
H 1.4258 3.5422 1.1210 0.1910
C -0.9517 -3.1687 -0.3378 -0.2339
C 1.7884 0.4852 4.8280 -0.6604
H -0.9211 -3.9263 -1.1205 0.2004
I -0.9266 -0.3570 3.8371 0.4152
F -5.1022 1.2762 3.1448 -0.3458
O 2.1596 2.4250 3.1634 -0.6509
F -4.6553 1.8602 1.0800 -0.3572
O 1.2539 1.4673 1.3597 -0.5151
H 2.8674 0.6536 4.7917 0.2210
C -3.2985 -2.1650 3.8391 -0.6525
C 2.8489 -5.5942 2.5245 -0.2217
H 2.1078 1.7179 -1.2441 0.2043
H -4.0071 -1.4836 4.3125 0.2230
H 2.7605 -2.1600 0.7329 0.2230
H 1.6851 3.4331 -1.2919 0.2027
H 2.9316 -6.5599 3.0353 0.2000
H 2.4149 -2.0273 4.4317 0.1343
C -0.9043 -1.4295 1.8296 -0.1527
C 2.8717 -5.5498 1.1200 -0.2580
C -2.0221 -2.2099 1.6212 -0.0357
O -3.5560 -0.4586 2.0705 -0.7273
C 1.8412 2.6232 0.6868 -0.0698
C 2.2756 -1.9477 3.3441 -0.0681
C 0.0516 -2.2052 -0.2554 -0.2158
H 0.7819 -0.4972 0.8568 0.2725
C 2.7121 -4.4247 3.2677 -0.2461
H -4.6326 -2.3872 0.7259 0.2182
H -5.4139 -2.1334 2.3119 0.2208
H 2.9435 -6.4687 0.5349 0.1993
H 2.6867 -4.4403 4.3629 0.2046
H 2.8403 -4.2520 -0.6200 0.1994
H -2.8310 -3.8646 0.4901 0.2058
C -2.0072 -3.1517 0.5780 -0.2432
H -4.4787 -3.6215 2.0114 0.1996
C 2.7385 -3.1334 1.2182 -0.2296
```

M	566.40	Da
total energy	-57918.1483	eV
frontier orbital gap	4.77	eV
net charge	-1
HOMO level	-0.0776	Ha

This record from the OMol25 dataset describes a 4-piece molecular cluster, C22H24F3N3O13 overall. The level of theory is ωB97M-V/def2-TZVPD.

```
65
Properties=species:S:1:pos:R:3:nbo_charge:R:1
O -2.2839 1.5074 -0.1241 -0.5732
O 5.5433 1.2658 1.2818 -0.5709
C -2.2626 1.6991 -3.7877 -0.1431
C -0.1470 0.9748 0.9110 -0.1394
H -1.1092 -2.8153 -1.2267 0.2137
O -2.5839 1.4176 -6.0282 -0.4948
C -1.8133 3.3440 2.3752 0.8117
N 3.3229 0.5986 3.1735 -0.7800
H -1.6725 4.4440 0.8725 0.5023
C 2.1633 0.6909 2.4029 0.2012
H -4.7646 -1.9194 0.7308 0.2122
H -1.3340 1.1702 -3.5678 0.2230
F 5.6200 5.4494 -0.1998 -0.3224
C -0.1766 1.3898 2.2388 0.0491
H 0.0858 -5.9542 1.8571 0.1519
H -3.8107 -0.4974 0.3860 0.2134
C 0.6944 0.0590 -1.0712 0.6796
C -1.4231 1.9641 2.8531 -0.5485
C 1.0006 0.4399 0.3451 -0.0941
F 1.7666 -6.0178 0.7926 -0.3216
H -2.5248 2.3417 -2.9516 0.2152
C 2.1720 0.2914 1.0603 -0.2378
O 5.6944 3.2075 2.4124 -0.4810
C -1.2060 0.9677 -0.1180 0.6796
O -2.6899 3.9746 2.8969 -0.5810
H 3.9869 -0.0739 2.8166 0.3932
O -2.1469 -5.2264 -1.1473 -0.5566
O 1.4622 -0.2692 -1.9263 -0.5034
H -2.3853 -0.4309 -1.9621 0.3723
H -1.3349 2.0340 3.9356 0.2433
H 1.0118 1.5246 4.0156 0.2109
H 6.8222 4.8665 1.9073 0.2035
H 4.0078 4.7014 0.6998 0.1561
F -0.9218 2.8199 -5.4153 -0.3246
H 3.1319 0.4097 4.1475 0.3749
C -3.7437 -1.5717 0.5672 -0.6146
H -3.1641 -3.3872 -0.4204 0.2341
C 0.4230 -6.1606 0.8396 0.4474
O -1.1075 3.7980 1.3213 -0.6886
H 0.6381 -7.8339 -0.5024 0.2062
O -4.0820 -0.2675 -5.8866 -0.5515
H 3.0566 -0.1311 0.6007 0.2449
C 5.5396 2.4490 1.3034 0.9795
C 5.0889 4.5552 0.6650 0.4459
H -2.2718 1.3229 2.6111 0.2683
O 5.3618 3.2442 0.2130 -0.4895
O -1.3001 -7.1380 -0.3057 -0.4806
C -0.0430 -7.4886 0.2767 -0.1301
O -0.1797 -5.2336 -0.0417 -0.4961
H 5.2885 5.2134 2.7492 0.2103
H -0.1759 -8.2636 1.0253 0.2108
H -1.1792 -1.7241 0.1442 0.1748
N -0.7029 0.2328 -1.2257 -0.3775
C -3.1078 -2.3183 -0.6030 -0.4219
C -1.2991 -5.8107 -0.5642 0.9736
H -2.8481 3.2776 -5.2137 0.1483
C -3.3944 0.5421 -5.3669 0.9715
C -1.6425 -1.9576 -0.8200 -0.2375
C -2.1800 2.4196 -5.1163 0.4483
N -1.4712 -0.8291 -1.7703 -0.4344
H -3.1828 -1.7292 1.4908 0.1921
O -3.3063 0.7508 -4.0318 -0.4939
H -3.6791 -2.1165 -1.5131 0.2067
C 5.7757 4.5778 2.0162 -0.1294
C 0.9938 1.2288 2.9726 -0.2520
```

M	595.44	Da
total energy	-62444.3730	eV
frontier orbital gap	8.54	eV
structure (SMILES)	CCCNN1C(=O)c2cc(N)cc(CC(=O)O)c2C1=O.O=C1OC[C@@H](F)O1.O=C1OC[C@@H](F)O1.O=C1OC[C@@H](F)O1
net charge	0
HOMO level	-0.3220	Ha